# 1
Here is a structure of composition C26H21AgN5OS5Sb from the OMol25 dataset. Energies are from wB97M-V/def2-TZVPD.

Geometry (Å):
Ag1 0.363 0.720 -0.304
N1 -0.260 1.698 4.069
C1 -0.287 1.632 2.723
N2 -0.259 0.526 2.064
C2 -0.149 -0.670 2.700
N3 0.120 -1.781 2.078
N4 0.303 -1.584 0.714
C3 0.968 -2.504 0.148
C4 1.271 -2.436 -1.304
C5 1.914 -3.511 -1.908
C6 2.205 -3.436 -3.264
C7 1.843 -2.294 -3.955
C8 1.203 -1.269 -3.266
N5 0.922 -1.336 -1.973
C9 -0.291 -0.685 4.164
C10 -0.349 -1.863 4.912
C11 -0.427 -1.817 6.288
C12 -0.434 -0.580 6.940
C13 -0.373 0.593 6.224
C14 -0.304 0.549 4.825
H1 -0.072 2.610 4.468
H2 -0.255 2.589 2.204
H3 1.363 -3.358 0.703
H4 2.184 -4.382 -1.323
H5 2.711 -4.253 -3.764
H6 2.061 -2.180 -5.010
H7 0.914 -0.348 -3.761
H8 -0.318 -2.801 4.374
H9 -0.469 -2.733 6.866
H10 -0.487 -0.542 8.022
H11 -0.378 1.556 6.723
S1 3.066 5.230 -0.868
Sb1 1.733 3.729 0.251
S2 2.722 1.593 0.483
S3 -0.252 3.167 -0.946
S4 1.061 4.564 2.369
O1 -2.326 0.068 -1.160
S5 -3.427 -0.368 -0.281
C15 -3.507 0.841 1.060
C16 -4.057 0.497 2.284
C17 -4.073 1.442 3.302
C18 -3.531 2.703 3.084
C19 -2.956 3.021 1.859
C20 -2.938 2.083 0.837
C21 -4.944 0.211 -1.085
C22 -4.815 1.139 -2.105
C23 -5.955 1.602 -2.744
C24 -7.208 1.131 -2.370
C25 -7.324 0.192 -1.353
C26 -6.187 -0.275 -0.708
H12 -4.446 -0.503 2.450
H13 -4.485 1.184 4.271
H14 -3.523 3.432 3.887
H15 -2.466 3.976 1.697
H16 -2.399 2.305 -0.083
H17 -3.819 1.477 -2.373
H18 -5.865 2.336 -3.536
H19 -8.095 1.496 -2.873
H20 -8.300 -0.179 -1.065
H21 -6.264 -1.010 0.086

Values from the calculation:
Gap between HOMO and LUMO (eV): 4.4
Highest occupied orbital energy (eV): -0.615
Net charge: -2
E_LUMO (eV): 3.80

# 2
Here is a structure of composition C26H21AuGeN8OS2 from the OMol25 dataset. Energies are from wB97M-V/def2-TZVPD.

Geometry (Å):
Au1 -0.042 0.188 0.216
S1 -0.932 2.255 -0.928
C1 -2.262 1.503 -1.733
C2 -2.715 2.073 -2.927
C3 -3.785 1.523 -3.610
C4 -4.184 2.053 -4.862
N1 -4.494 2.478 -5.879
C5 -4.465 0.401 -3.068
C6 -4.044 -0.148 -1.871
C7 -2.922 0.362 -1.212
S2 -2.409 -0.435 0.229
C8 -5.526 -0.191 -3.795
N2 -6.362 -0.693 -4.395
H1 -2.199 2.938 -3.321
H2 -4.560 -0.997 -1.447
O1 1.376 0.799 2.030
N3 1.226 1.220 3.248
C9 0.935 2.509 3.492
C10 0.779 2.973 4.779
C11 0.920 2.098 5.848
C12 1.237 0.775 5.576
C13 1.382 0.362 4.271
H3 0.842 3.141 2.621
H4 0.554 4.015 4.935
H5 0.791 2.434 6.863
H6 1.378 0.060 6.371
H7 1.638 -0.652 4.002
N4 2.845 -4.291 1.322
N5 1.706 -3.621 1.087
N6 0.547 -4.050 1.516
C14 -0.271 -3.073 1.161
N7 0.394 -2.111 0.529
N8 1.651 -2.468 0.491
H8 2.674 -5.258 1.572
H9 3.553 -4.134 0.615
H10 -1.325 -3.068 1.334
Ge1 2.431 0.371 -0.506
C15 3.022 -0.994 -1.833
C16 4.120 -1.773 -1.507
C17 4.567 -2.748 -2.382
C18 3.911 -2.948 -3.585
C19 2.810 -2.175 -3.913
C20 2.363 -1.204 -3.033
C21 2.543 2.156 -1.405
C22 1.816 2.439 -2.554
C23 1.886 3.696 -3.132
C24 2.681 4.673 -2.559
C25 3.414 4.392 -1.416
C26 3.338 3.137 -0.836
H11 3.586 0.388 0.493
H12 4.628 -1.605 -0.566
H13 5.433 -3.341 -2.131
H14 4.262 -3.704 -4.271
H15 2.303 -2.324 -4.852
H16 1.498 -0.609 -3.291
H17 1.201 1.677 -3.014
H18 1.324 3.908 -4.029
H19 2.733 5.655 -3.004
H20 4.045 5.149 -0.975
H21 3.899 2.916 0.062

Values from the calculation:
Gap between HOMO and LUMO (alpha / beta) (eV): 6.4 / 5.2
Highest occupied orbital energy (alpha / beta) (eV): -11.214 / -11.116
Net charge: +1
Multiplicity: 2
E_LUMO (alpha / beta) (eV): -4.86 / -5.94

Values of max |F|, in order: 0.54, 2.31, all in eV/A.
Values of energy relative to the best compared isomer or geometry (same formula, charge and spin), in order: 0.0, 241.3, all in kJ/mol.